[1]
A 2-piece molecular cluster, C11H14BrP overall in a non-equilibrium geometry, computed with ωB97M-V with the def2-TZVPD basis set.

Computed properties:
E_tot = -90963.39868 eV
Energy relative to the best compared isomer or geometry (same formula, charge and spin) = 1.330 eV
E_LUMO = 0.17 eV
Highest occupied orbital energy = -7.774 eV
Orbital gap = 7.94 eV
Spin multiplicity = 1

Positions of all 27 atoms, in Å:
C -2.797 -3.310 0.759
C -3.088 -1.988 1.256
C -1.998 -3.338 -0.337
C -2.575 -0.852 0.737
C -1.382 -2.155 -0.854
C -1.687 -0.893 -0.317
C 2.299 2.568 0.596
C 2.286 2.464 -0.954
C 1.511 1.283 1.016
C 2.329 0.977 -1.191
C 1.417 0.416 -0.197
P -0.893 0.471 -1.188
Br -1.570 2.319 -0.165
H -3.274 -4.225 1.212
H -3.691 -1.833 2.180
H -1.923 -4.324 -0.969
H -2.843 0.067 1.184
H -0.722 -2.313 -1.764
H 3.209 2.786 1.102
H 1.759 3.404 0.961
H 1.294 2.961 -1.211
H 3.097 2.998 -1.524
H 1.942 0.713 1.841
H 0.443 1.490 1.349
H 1.945 0.642 -2.177
H 3.254 0.353 -1.123
H 1.659 -0.681 -0.221

For each atom in turn, the Mulliken charge in e is: C -0.55; C -0.27; C -0.29; C -0.39; C -0.66; C 0.84; C -0.82; C -0.39; C -0.47; C -0.72; C -0.20; P 0.12; Br -0.29; H 0.32; H 0.28; H 0.22; H 0.36; H 0.24; H 0.34; H 0.36; H 0.13; H 0.33; H 0.32; H 0.14; H 0.35; H 0.35; H 0.31

[2]
The molecule C11H14ClNS in a non-equilibrium geometry, computed with ωB97M-V with the def2-TZVPD basis set.

Computed properties:
E_tot = -36478.85433 eV
Energy relative to the best compared isomer or geometry (same formula, charge and spin) = 2.418 eV
E_LUMO = 0.70 eV
Highest occupied orbital energy = -7.968 eV
SMILES string = Clc1ccccc1CN1CCSCC1
Orbital gap = 8.67 eV
Spin multiplicity = 1

Positions of all 28 atoms, in Å:
C 1.940 0.871 -0.202
C 2.964 0.295 -1.048
C 3.053 -1.116 -0.928
C 2.109 -1.985 -0.263
C 1.115 -1.219 0.505
C 1.050 0.163 0.602
C -0.011 0.707 1.490
C -1.810 1.739 0.267
C -1.510 1.428 -1.220
C -1.633 -1.243 -0.454
C -1.845 -0.716 1.016
H 3.494 0.838 -1.722
H 3.951 -1.789 -1.302
H 2.146 -3.031 -0.452
H 0.575 -1.798 1.316
H 0.162 1.662 1.807
H -0.024 0.213 2.482
H -1.100 2.453 0.491
H -2.807 2.057 0.384
H -0.506 1.502 -1.519
H -2.182 2.082 -1.880
H -2.120 -2.218 -0.657
H -0.643 -1.740 -0.768
H -2.971 -0.847 1.239
H -1.316 -1.280 1.774
N -1.375 0.553 1.153
S -2.277 -0.126 -1.745
Cl 1.572 2.544 -0.364

For each atom in turn, the Mulliken charge in e is: C 0.74; C -1.06; C -0.19; C -0.99; C -0.02; C 1.18; C -2.53; C -0.77; C -0.48; C -0.38; C -0.77; H 0.57; H 0.20; H 0.43; H 0.30; H 0.77; H 0.42; H 0.35; H 0.46; H 0.26; H 0.36; H 0.44; H 0.10; H 0.25; H 0.42; N 0.27; S -0.16; Cl -0.18

[3]
C11H14CoN2OP as an isolated structure in a non-equilibrium geometry, computed with ωB97M-V with the def2-TZVPD basis set.

Computed properties:
E_tot = -63573.89881 eV
Expectation value of S² = 6.034
Energy relative to the best compared isomer or geometry (same formula, charge and spin) = 0.615 eV
E_LUMO (alpha / beta) = 0.33 / -0.89 eV
Highest occupied orbital energy (alpha / beta) = -4.874 / -8.885 eV
Orbital gap (alpha / beta) = 5.20 / 8.00 eV
Spin multiplicity = 5

Positions of all 30 atoms, in Å:
C -0.638 0.966 -1.447
C 0.025 -0.137 -2.113
C -0.650 -1.354 -1.756
C -1.804 -1.036 -0.951
C -1.802 0.386 -0.698
Co 0.000 0.072 0.334
P 0.465 1.849 1.177
H -0.490 2.033 -1.646
H 0.962 -0.027 -2.647
H -0.263 -2.352 -1.928
H -2.594 0.973 -0.221
H -2.489 -1.721 -0.466
H -0.628 2.542 1.698
H 1.135 2.800 0.403
H 1.308 1.691 2.286
N 1.755 -4.985 4.765
C 2.345 -3.803 4.432
O 3.350 -3.406 5.030
C 1.741 -3.021 3.312
C 0.595 -3.400 2.592
C 0.080 -2.562 1.597
N 0.684 -1.376 1.308
C 1.869 -1.055 1.901
C 2.365 -1.822 2.948
H 2.144 -5.504 5.528
H 0.887 -5.315 4.352
H 0.071 -4.329 2.781
H -0.817 -2.818 1.027
H 2.362 -0.149 1.553
H 3.235 -1.457 3.473

For each atom in turn, the Mulliken charge in e is: C -0.61; C -0.42; C -0.53; C -0.66; C -0.15; Co 0.04; P -0.27; H 0.68; H 0.41; H 0.37; H 0.50; H 0.47; H 0.09; H 0.11; H 0.19; N -0.32; C 0.29; O -0.70; C 1.09; C -0.72; C -0.38; N -0.28; C -0.35; C -0.89; H 0.23; H 0.15; H 0.15; H 0.35; H 0.76; H 0.41

[4]
C11H14CrNSe as an isolated structure in a non-equilibrium geometry, computed with ωB97M-V with the def2-TZVPD basis set.

Computed properties:
E_tot = -106884.41279 eV
Expectation value of S² = 6.115
E_LUMO (alpha / beta) = -5.79 / -4.95 eV
Net charge = +1
Highest occupied orbital energy (alpha / beta) = -13.143 / -13.322 eV
Orbital gap (alpha / beta) = 7.35 / 8.37 eV
Spin multiplicity = 5

Positions of all 28 atoms, in Å:
Cr 1.072 0.660 -1.205
C 0.085 -1.789 2.507
C 0.767 -0.597 1.813
C 0.905 0.571 2.788
C 0.015 -0.222 0.553
C -0.719 0.977 0.424
C -1.601 1.186 -0.646
C -1.630 0.311 -1.726
C -2.538 0.533 -2.885
C -0.755 -0.801 -1.694
C -0.018 -1.115 -0.540
H 0.644 -2.055 3.401
H 0.047 -2.664 1.860
H -0.929 -1.535 2.809
H 1.775 -0.925 1.513
H -0.057 0.819 3.230
H 1.321 1.451 2.297
H 1.572 0.290 3.598
H -0.738 1.683 1.244
H -2.270 2.034 -0.622
H -3.464 1.009 -2.566
H -2.770 -0.399 -3.396
H -2.060 1.199 -3.607
H -0.808 -1.525 -2.503
H 0.455 -2.088 -0.456
Se 2.650 1.979 -2.165
C 4.072 0.854 -2.041
N 4.979 0.156 -1.983

For each atom in turn, the Mulliken charge in e is: Cr 0.54; C -1.40; C 0.90; C -1.76; C -0.02; C -0.16; C -0.74; C 1.01; C -1.44; C -1.10; C -0.52; H 0.42; H 0.38; H 0.37; H 0.31; H 0.39; H 0.44; H 0.42; H 0.53; H 0.46; H 0.39; H 0.41; H 0.29; H 0.52; H 0.51; Se -0.06; C 0.24; N -0.35

[5]
C11H14F5N6ORe as an isolated structure in a non-equilibrium geometry, computed with ωB97M-V with the def2-TZVPD basis set.

Computed properties:
E_tot = -38305.59776 eV
Expectation value of S² = 0.800
Energy relative to the best compared isomer or geometry (same formula, charge and spin) = 0.000 eV
E_LUMO (alpha / beta) = -13.12 / -13.04 eV
Net charge = +3
Highest occupied orbital energy (alpha / beta) = -19.924 / -19.994 eV
Orbital gap (alpha / beta) = 6.80 / 6.96 eV
Spin multiplicity = 2

Positions of all 38 atoms, in Å:
Re 0.044 -0.178 0.363
O -0.412 -2.149 0.320
C 0.667 -3.139 -0.117
C 0.875 -2.989 -1.600
C 1.056 -1.532 -2.053
C 2.209 -0.782 -1.443
C 3.470 -0.764 -1.991
C 4.464 0.028 -1.420
C 4.164 0.808 -0.302
C 2.904 0.738 0.229
N 1.945 -0.060 -0.314
H -1.288 -2.460 0.028
H 0.304 -4.116 0.189
H 1.527 -2.867 0.492
H 0.041 -3.425 -2.153
H 1.759 -3.579 -1.861
H 0.107 -0.964 -1.912
H 1.171 -1.519 -3.138
H 3.666 -1.340 -2.886
H 5.455 0.055 -1.857
H 4.898 1.459 0.152
H 2.632 1.326 1.092
N -1.658 -0.138 5.115
N -0.822 0.145 4.142
N 0.210 0.970 4.362
C 0.824 0.980 3.208
N 0.176 0.186 2.317
N -0.908 -0.341 2.958
H -1.493 0.321 6.001
H -2.458 -0.721 4.918
H 1.713 1.560 3.023
F -0.116 2.184 -1.480
C -0.732 1.731 -0.405
F -0.660 2.597 0.602
C -2.142 1.222 -0.696
F -1.953 0.220 -1.588
F -2.459 0.598 0.499
F -3.067 2.016 -1.086

For each atom in turn, the Mulliken charge in e is: Re 0.79; O -0.55; C -0.54; C -0.50; C -0.59; C 0.83; C -0.72; C -0.34; C -0.85; C 0.14; N 0.16; H 0.40; H 0.43; H 0.37; H 0.41; H 0.44; H 0.00; H 0.60; H 0.55; H 0.49; H 0.47; H 0.21; N -0.54; N 1.32; N -0.77; C -0.13; N 0.15; N -0.60; H 0.32; H 0.28; H 0.49; F -0.20; C 0.77; F -0.21; C 0.44; F -0.18; F -0.20; F -0.15

[6]
C11H14FeNO7P2S3 as an isolated structure, computed with ωB97M-V with the def2-TZVPD basis set.

Computed properties:
E_tot = -112934.07076 eV
Expectation value of S² = 1.188
E_LUMO (alpha / beta) = 0.42 / -1.64 eV
Highest occupied orbital energy (alpha / beta) = -7.292 / -7.571 eV
Orbital gap (alpha / beta) = 7.71 / 5.93 eV
Spin multiplicity = 2

Positions of all 39 atoms, in Å:
Fe 0.037 0.147 0.176
S 0.136 -0.040 2.429
C 1.774 0.157 2.779
C 2.222 0.133 4.135
C 3.534 0.304 4.443
C 4.493 0.513 3.414
C 4.107 0.540 2.112
C 2.739 0.355 1.746
S 2.282 0.363 0.122
H 1.484 -0.025 4.912
H 3.854 0.283 5.477
H 5.536 0.647 3.673
H 4.830 0.695 1.322
C -2.180 -2.591 -3.309
C -1.160 -1.932 -2.397
O 0.098 -2.593 -2.535
P -0.813 -0.198 -2.816
O -2.175 0.582 -2.933
O -0.301 -0.148 -4.311
O 0.176 0.371 -1.847
P -1.621 -1.812 -0.621
O -2.685 -2.979 -0.414
O -2.200 -0.429 -0.400
O -0.334 -2.018 0.139
H -1.792 -2.618 -4.328
H -3.129 -2.054 -3.310
H -2.358 -3.609 -2.967
H 0.496 -2.627 -1.647
H -2.586 0.514 -2.039
H 0.651 -0.303 -4.368
H -2.768 -3.250 0.509
S -1.850 4.128 -0.648
C -2.368 3.539 0.869
C -1.675 2.424 1.191
N -0.735 2.038 0.257
C -0.728 2.865 -0.756
H -3.142 4.027 1.437
H -1.789 1.850 2.096
H -0.061 2.752 -1.595

For each atom in turn, the Mulliken charge in e is: Fe 0.55; S -0.35; C 0.58; C -0.67; C -0.49; C -0.46; C -0.71; C 0.63; S -0.36; H 0.40; H 0.36; H 0.36; H 0.41; C -1.70; C 1.08; O -0.60; P 0.69; O -0.61; O -0.57; O -0.50; P 1.03; O -0.54; O -0.81; O -0.86; H 0.42; H 0.36; H 0.41; H 0.41; H 0.47; H 0.37; H 0.37; S -0.17; C -0.22; C -0.70; N 0.40; C -0.25; H 0.44; H 0.36; H 0.48

[7]
The molecule C11H14N2O3 in a non-equilibrium geometry, computed with ωB97M-V with the def2-TZVPD basis set.

Computed properties:
E_tot = -20756.61458 eV
Energy relative to the best compared isomer or geometry (same formula, charge and spin) = 1.793 eV
E_LUMO = 0.50 eV
Highest occupied orbital energy = -9.200 eV
SMILES string = N[C@@H](Cc1ccccc1)C(=O)NCC(=O)O
Orbital gap = 9.70 eV
Spin multiplicity = 1

Positions of all 30 atoms, in Å:
C -0.576 2.094 -0.576
C -1.674 1.246 0.159
C 0.855 1.808 0.023
C 1.514 0.435 0.034
C 1.162 -0.390 1.100
C 2.618 0.100 -0.827
C 1.879 -1.630 1.254
C 3.295 -1.149 -0.600
C 2.939 -1.975 0.422
C -2.688 -0.872 0.306
C -2.477 -2.324 -0.197
H -0.811 3.809 0.717
H -1.830 3.614 -0.601
H -0.612 2.060 -1.709
H 0.734 2.135 1.070
H 1.610 2.562 -0.322
H 0.389 -0.088 1.811
H 2.912 0.760 -1.674
H 1.607 -2.352 1.987
H 4.113 -1.453 -1.279
H 3.483 -2.900 0.685
H -0.908 -0.504 -0.752
H -2.844 -0.776 1.373
H -3.671 -0.611 -0.056
H -1.331 -3.125 -1.539
N -0.905 3.487 -0.305
N -1.609 -0.022 -0.231
O -2.561 1.624 0.896
O -3.052 -3.332 0.096
O -1.562 -2.230 -1.267

For each atom in turn, the Mulliken charge in e is: C 0.42; C 0.28; C -1.46; C 0.59; C -0.30; C -0.50; C -0.58; C -0.34; C -0.52; C -0.52; C 0.35; H 0.28; H 0.26; H 0.35; H 0.41; H 0.46; H 0.36; H 0.38; H 0.41; H 0.33; H 0.35; H 0.39; H 0.39; H 0.33; H 0.33; N -0.71; N -0.05; O -0.66; O -0.53; O -0.47

[8]
An isolated ion of composition C11H14N3O and charge +1 in a non-equilibrium geometry, computed with ωB97M-V with the def2-TZVPD basis set.

Computed properties:
E_tot = -18140.67022 eV
Energy relative to the best compared isomer or geometry (same formula, charge and spin) = 4.960 eV
E_LUMO = -4.75 eV
Net charge = +1
Highest occupied orbital energy = -12.633 eV
Orbital gap = 7.88 eV
Spin multiplicity = 1

Positions of all 29 atoms, in Å:
C -1.277 -3.964 0.528
C -0.278 -3.501 1.428
C -1.462 -3.371 -0.680
C 0.434 -2.308 1.115
C -0.765 -2.161 -0.986
C 0.080 -1.608 -0.032
C 2.349 0.967 -1.379
C 1.619 1.981 -1.074
C 1.930 -0.437 -1.020
C 1.209 3.294 -1.446
C -0.133 0.911 1.474
N 0.709 -0.395 -0.383
N -1.106 1.241 -0.599
N 0.128 0.858 -0.002
O 2.429 -1.454 -1.354
H -1.951 -4.784 0.775
H -0.131 -4.000 2.376
H -2.103 -3.773 -1.362
H 1.234 -2.073 1.761
H -1.104 -1.542 -1.855
H 3.360 0.878 -1.823
H 1.825 3.728 -2.160
H 1.063 3.977 -0.622
H 0.190 3.091 -1.931
H 0.816 0.759 1.925
H -0.633 1.894 1.683
H -0.948 0.115 1.602
H -1.048 0.996 -1.550
H -2.001 0.686 -0.327

For each atom in turn, the Mulliken charge in e is: C -0.38; C -0.68; C -0.85; C -0.14; C -0.07; C -0.28; C -0.57; C 0.62; C 0.73; C -1.05; C -0.88; N 0.35; N -0.69; N 0.23; O -0.49; H 0.40; H 0.39; H 0.51; H 0.49; H 0.27; H 0.40; H 0.41; H 0.31; H 0.27; H 0.39; H 0.32; H 0.35; H 0.30; H 0.31